# 1
{"formula": "C48H57BGeN11ORe", "method": "ωB97M-V/def2-TZVPD", "total_energy_ev": -128462.7035, "charge": 0, "e_lumo_ev": [0.05, 0.00], "orbital_gap_ev": [6.51, 6.51], "e_homo_ev": [-6.5, -6.5], "spin_multiplicity": 1, "species": ["Re", "C", "C", "N", "N", "C", "B", "N", "C", "C", "C", "N", "N", "C", "C", "C", "N", "N", "C", "C", "C", "N", "H", "H", "H", "H", "H", "H", "H", "H", "H", "H", "H", "H", "C", "N", "C", "C", "N", "N", "C", "C", "H", "H", "H", "H", "H", "H", "H", "H", "H", "H", "H", "H", "H", "C", "C", "C", "C", "C", "C", "C", "C", "C", "C", "C", "C", "O", "H", "H", "H", "H", "H", "H", "H", "H", "H", "H", "H", "H", "H", "H", "H", "H", "H", "C", "Ge", "C", "C", "C", "C", "C", "C", "C", "C", "C", "C", "C", "C", "C", "C", "C", "C", "C", "C", "H", "H", "H", "H", "H", "H", "H", "H", "H", "H", "H", "H", "H", "H", "H"], "coordinates": [[-0.1604, -0.0738, 0.8415], [-3.8869, 2.1659, 1.6462], [-2.9967, 1.5412, 0.7782], [-1.9195, 1.1425, 1.4507], [-2.0754, 1.5208, 2.7288], [-3.2641, 2.1223, 2.8759], [-0.9849, 1.2731, 3.8318], [-0.9347, -0.2258, 4.0151], [-1.2392, -1.0002, 5.0712], [-1.3977, -2.2895, 4.6209], [-1.1577, -2.2093, 3.2479], [-0.8694, -0.9719, 2.8999], [0.3275, 1.7995, 3.2291], [1.0828, 2.8141, 3.6875], [1.9153, 3.2235, 2.6707], [1.6138, 2.3854, 1.5997], [0.6780, 1.5145, 1.9629], [-1.3496, 2.0615, 5.0621], [-1.5476, 3.4030, 5.0976], [-1.8710, 3.7506, 6.3842], [-1.8432, 2.5352, 7.0812], [-1.5325, 1.5405, 6.2798], [-4.8412, 2.5904, 1.4109], [-3.0743, 1.3701, -0.2805], [-3.6068, 2.4765, 3.8279], [-1.3217, -0.5755, 6.0472], [-1.6477, -3.1593, 5.1918], [-1.1782, -2.9877, 2.5185], [0.9807, 3.1741, 4.6922], [2.6412, 4.0070, 2.6960], [1.9932, 2.3820, 0.5980], [-1.4395, 4.0035, 4.2160], [-2.0951, 4.7248, 6.7668], [-2.0212, 2.3447, 8.1194], [-3.6190, -4.0711, 0.4359], [-3.0257, -2.7990, 0.0967], [-3.5086, -1.6806, 0.8634], [-1.8918, -2.6923, -0.6457], [-1.0160, -1.7524, -0.4647], [-1.7405, -3.6756, -1.6064], [-2.8500, -3.9644, -2.4955], [-0.4554, -3.8897, -2.2400], [-3.6851, -4.1584, 1.5244], [-3.0134, -4.8881, 0.0541], [-4.6304, -4.1533, 0.0277], [-4.5996, -1.6577, 0.8199], [-3.1128, -0.7722, 0.4208], [-3.2009, -1.7376, 1.9120], [-0.2984, -1.7694, -1.1890], [-3.7868, -3.6079, -2.0784], [-2.9163, -5.0401, -2.6679], [-2.6958, -3.4724, -3.4627], [0.3559, -3.7255, -1.5347], [-0.3108, -3.2479, -3.1174], [-0.4176, -4.9317, -2.5634], [2.8037, -0.1779, -1.7600], [3.8438, -0.5134, -0.7023], [3.8652, 0.4486, 0.4758], [3.6424, -1.9275, -0.2333], [4.6567, -2.7996, -0.5862], [4.6800, -4.1175, -0.1868], [3.6541, -4.5435, 0.6302], [2.6126, -3.7176, 1.0109], [1.6223, -4.3495, 1.9620], [0.2739, -4.5489, 1.2709], [1.5692, -3.5604, 3.2676], [2.5222, -2.3569, 0.5498], [1.5081, -1.6066, 0.8878], [3.0872, 0.7307, -2.2776], [1.8170, -0.0459, -1.3066], [2.7571, -0.9891, -2.4857], [4.8249, -0.4654, -1.1918], [2.9314, 0.3720, 1.0229], [4.0096, 1.4725, 0.1406], [4.6790, 0.1851, 1.1477], [5.4778, -2.4185, -1.1772], [5.4864, -4.7777, -0.4692], [3.6738, -5.5576, 1.0059], [1.9934, -5.3516, 2.2120], [-0.0897, -3.6015, 0.8875], [-0.4584, -4.9834, 1.9515], [0.4000, -5.2325, 0.4310], [1.2518, -2.5419, 3.0816], [2.5629, -3.5322, 3.7116], [0.8874, -4.0225, 3.9784], [-0.0357, 0.8892, -0.8460], [0.0534, 1.9924, -2.4098], [-1.2067, 3.5413, -2.4729], [-1.3013, 4.2889, -3.6402], [-2.1685, 5.3612, -3.7333], [-2.9693, 5.6995, -2.6567], [-2.8776, 4.9705, -1.4846], [-1.9915, 3.9118, -1.3921], [-0.2831, 0.9185, -4.0722], [0.0057, 1.4098, -5.3388], [-0.1565, 0.6265, -6.4663], [-0.6106, -0.6741, -6.3427], [-0.9367, -1.1679, -5.0919], [-0.7772, -0.3744, -3.9710], [1.8478, 2.8335, -2.6999], [2.6798, 2.4719, -3.7520], [3.9453, 3.0161, -3.8776], [4.4098, 3.9133, -2.9311], [3.5919, 4.2813, -1.8764], [2.3165, 3.7545, -1.7742], [-0.6859, 4.0410, -4.4923], [-2.2229, 5.9404, -4.6445], [-3.6581, 6.5287, -2.7304], [-3.4963, 5.2327, -0.6379], [-1.8978, 3.3623, -0.4674], [0.3710, 2.4204, -5.4529], [0.0833, 1.0275, -7.4415], [-0.7202, -1.2981, -7.2169], [-1.3080, -2.1814, -5.0042], [-1.0386, -0.7402, -2.9870], [2.3431, 1.7380, -4.4712], [4.5680, 2.7439, -4.7181], [5.4030, 4.3295, -3.0191], [3.9517, 4.9783, -1.1312], [1.6689, 4.0574, -0.9610]], "lowdin_charge": [1.36, -0.04, -0.18, -0.08, 0.04, -0.05, -0.66, 0.03, -0.04, -0.03, -0.18, -0.03, 0.04, -0.05, -0.02, -0.13, -0.10, -0.01, -0.12, -0.06, -0.14, 0.07, 0.10, 0.11, 0.12, 0.10, 0.10, 0.08, 0.12, 0.10, 0.08, 0.13, 0.09, 0.10, -0.06, -0.15, -0.05, -0.43, 0.03, -0.16, -0.05, -0.05, 0.09, 0.09, 0.09, 0.10, 0.04, 0.08, 0.04, 0.08, 0.09, 0.08, 0.08, 0.08, 0.10, -0.06, -0.36, -0.05, -0.15, -0.07, -0.11, -0.07, -0.15, -0.36, -0.07, -0.06, -0.29, -0.24, 0.05, 0.00, 0.09, 0.13, 0.04, 0.07, 0.09, 0.10, 0.09, 0.10, 0.12, 0.03, 0.08, 0.08, 0.05, 0.09, 0.07, -0.27, 0.95, -0.26, -0.10, -0.09, -0.09, -0.09, -0.12, -0.25, -0.13, -0.08, -0.09, -0.09, -0.11, -0.28, -0.14, -0.08, -0.09, -0.09, -0.12, 0.09, 0.10, 0.10, 0.10, 0.07, 0.09, 0.10, 0.10, 0.08, 0.07, 0.09, 0.10, 0.10, 0.10, 0.09]}

---

# 2
{"formula": "C6H10S", "method": "ωB97M-V/def2-TZVPD", "total_energy_ev": -17213.3900, "charge": 0, "e_lumo_ev": [0.29, -2.41], "orbital_gap_ev": [10.05, 4.86], "e_homo_ev": [-9.8, -7.3], "relative_energy_kcal_mol": 143.7, "spin_multiplicity": 1, "species": ["C", "C", "C", "C", "C", "C", "S", "H", "H", "H", "H", "H", "H", "H", "H", "H", "H"], "coordinates": [[0.8708, 0.2328, -0.0776], [0.2517, 1.3722, -0.7084], [-1.0533, -0.7010, -0.2044], [0.3601, -1.2337, -0.4852], [-0.6124, 0.6568, 0.1886], [1.1416, -2.1928, 0.3442], [-1.4577, 4.3795, -0.1978], [1.6912, 0.2909, 0.5691], [0.5222, 2.4648, -0.8483], [-1.5927, -0.6527, -1.2026], [-1.7550, -1.2055, 0.4575], [0.6113, -1.4212, -1.5124], [-1.0564, 1.1419, 1.0129], [0.6597, -3.2002, 0.4168], [1.3619, -1.8718, 1.4086], [2.1794, -2.3362, -0.1352], [-2.1224, 4.2761, 0.9741]], "lowdin_charge": [-0.16, -0.01, -0.14, -0.31, -0.24, -0.10, 0.34, 0.10, 0.07, 0.13, 0.11, 0.12, 0.11, 0.08, 0.09, 0.10, -0.29]}

---

# 3
{"formula": "C19H25FeN2O4S4", "method": "ωB97M-V/def2-TZVPD", "total_energy_ev": -109009.8574, "charge": -2, "e_lumo_ev": [4.65, 4.66], "orbital_gap_ev": [5.80, 5.78], "e_homo_ev": [-1.1, -1.1], "relative_energy_kcal_mol": 0.0, "spin_multiplicity": 2, "species": ["Fe", "C", "N", "C", "C", "N", "C", "C", "C", "C", "C", "C", "C", "S", "C", "C", "C", "C", "C", "C", "S", "H", "H", "H", "H", "H", "H", "H", "H", "H", "H", "H", "H", "H", "H", "H", "H", "H", "H", "O", "S", "O", "O", "S", "C", "C", "C", "O", "H", "H", "H", "H", "H", "H", "H"], "coordinates": [[0.0406, -0.8223, -0.4604], [2.7301, -0.4726, 0.8123], [1.5181, 0.3566, 0.6564], [1.8017, 1.5115, -0.2207], [0.5387, 1.9990, -0.9112], [-0.0531, 0.9135, -1.7198], [0.6817, 0.7950, -3.0000], [-1.4452, 1.1618, -2.0712], [-1.8969, 2.4262, -2.4144], [-3.2010, 2.6219, -2.8491], [-4.0467, 1.5241, -2.9630], [-3.5976, 0.2601, -2.6268], [-2.2921, 0.0515, -2.1630], [-1.7095, -1.5209, -1.7065], [0.9635, 0.7447, 1.9440], [1.7989, 1.0780, 3.0036], [1.2884, 1.4647, 4.2354], [-0.0882, 1.5217, 4.4062], [-0.9247, 1.1860, 3.3590], [-0.4275, 0.7873, 2.1106], [-1.5097, 0.2866, 0.8467], [3.5457, 0.0870, 1.2887], [3.0678, -0.7902, -0.1664], [2.4698, -1.3443, 1.4086], [2.5448, 1.1766, -0.9458], [2.2379, 2.3381, 0.3590], [0.7813, 2.8690, -1.5353], [-0.2011, 2.3030, -0.1710], [0.5306, 1.7114, -3.5865], [0.3128, -0.0670, -3.5486], [1.7395, 0.6519, -2.8157], [-1.2244, 3.2721, -2.3435], [-3.5465, 3.6170, -3.1015], [-5.0671, 1.6558, -3.3066], [-4.2589, -0.5948, -2.6950], [2.8700, 1.0358, 2.8667], [1.9606, 1.7104, 5.0489], [-0.5122, 1.8051, 5.3637], [-1.9998, 1.1955, 3.4945], [3.6678, -0.1879, -2.2322], [3.1796, -1.4326, -2.8622], [2.7587, -1.1941, -4.2427], [4.1220, -2.5374, -2.7247], [1.4752, -2.1157, -1.7897], [-0.6882, -2.4555, 2.9383], [-0.4185, -3.0279, 1.5453], [-1.7099, -3.5458, 0.9212], [0.2963, -2.1446, 0.7431], [-1.0837, -3.2412, 3.5902], [-1.4121, -1.6426, 2.8844], [0.2322, -2.0667, 3.3794], [0.2530, -3.8962, 1.6819], [-2.4458, -2.7440, 0.8544], [-2.1233, -4.3647, 1.5197], [-1.5236, -3.9100, -0.0888]], "lowdin_charge": [0.02, -0.09, -0.19, -0.14, -0.19, -0.24, -0.07, -0.33, -0.05, -0.12, -0.13, -0.12, -0.62, 0.67, -0.25, -0.04, -0.12, -0.13, -0.14, -0.57, 0.78, 0.08, 0.03, 0.09, 0.09, 0.13, 0.12, 0.09, 0.10, 0.08, 0.04, 0.10, 0.08, 0.08, 0.09, 0.10, 0.08, 0.09, 0.09, -0.47, 0.10, -0.45, -0.46, 0.42, -0.07, -0.54, -0.10, -0.39, 0.06, 0.04, 0.07, 0.13, 0.04, 0.06, 0.06]}

---

# 4
{"formula": "C5H8O2", "method": "ωB97M-V/def2-TZVPD", "total_energy_ev": -9403.8981, "charge": 0, "e_lumo_ev": 0.99, "orbital_gap_ev": 10.29, "e_homo_ev": -9.3, "relative_energy_kcal_mol": 136.8, "smiles": "C1CO[C@H]2C[C@@H]2O1", "spin_multiplicity": 1, "species": ["C", "C", "O", "C", "C", "C", "O", "H", "H", "H", "H", "H", "H", "H", "H"], "coordinates": [[-1.5294, -0.6131, -0.3235], [-1.3761, 0.7279, 0.2675], [-0.0992, 1.5736, -0.0659], [0.7867, 0.5843, -0.2829], [2.1028, -0.1430, -0.1246], [0.7849, -0.6312, 0.5199], [-0.3208, -1.5042, 0.0029], [-1.7700, -0.8308, -1.3305], [-2.4444, -0.9583, 0.2464], [-1.5618, 0.7142, 1.3428], [-2.1302, 1.2758, -0.0409], [0.3836, 0.2136, -1.2896], [2.5751, -0.4552, -1.0885], [2.8400, 0.4821, 0.6154], [0.8541, -0.5456, 1.7101]], "lowdin_charge": [-0.12, -0.09, -0.05, -0.43, -0.01, -0.23, -0.13, 0.11, 0.14, 0.14, 0.07, 0.16, 0.11, 0.15, 0.19]}

---

# 5
{"formula": "C45H48N5O2PS2", "method": "ωB97M-V/def2-TZVPD", "total_energy_ev": -89922.4109, "charge": 0, "e_lumo_ev": -0.98, "orbital_gap_ev": 6.47, "e_homo_ev": -7.5, "smiles": "CCCCCCCc1cc(P(O)(O)=S)cc2c1Nc1ccc(-c3ccccc3)cc1S2.c1ccncc1.c1ccncc1.c1ccncc1.c1ccncc1", "spin_multiplicity": 1, "species": ["C", "C", "C", "C", "C", "C", "C", "C", "C", "C", "P", "O", "O", "S", "C", "C", "C", "N", "C", "C", "C", "C", "C", "C", "C", "C", "C", "C", "C", "C", "S", "H", "H", "H", "H", "H", "H", "H", "H", "H", "H", "H", "H", "H", "H", "H", "H", "H", "H", "H", "H", "H", "H", "H", "H", "H", "H", "H", "H", "C", "C", "C", "N", "C", "C", "H", "H", "H", "H", "H", "C", "C", "C", "N", "C", "C", "H", "H", "H", "H", "H", "C", "C", "C", "N", "C", "C", "H", "H", "H", "H", "H", "C", "C", "C", "N", "C", "C", "H", "H", "H", "H", "H"], "coordinates": [[6.8076, -1.3943, -0.4514], [5.8890, -0.4930, -1.5014], [4.9024, 0.5926, -0.7189], [5.1254, 2.1533, -1.2483], [3.7150, 2.8532, -1.7123], [3.6290, 4.4711, -1.4658], [3.2921, 4.9268, 0.0724], [3.3251, 3.7196, 1.1803], [4.6908, 3.5117, 2.0650], [4.7982, 2.2997, 3.1907], [6.4256, 2.2019, 4.1884], [7.7505, 1.4238, 3.3030], [6.2583, 1.5356, 5.7954], [7.0113, 4.0803, 4.4473], [3.4943, 1.3180, 3.3459], [2.1095, 1.5445, 2.4377], [1.9674, 2.7538, 1.3506], [0.8110, 3.1048, 0.4715], [-0.4251, 2.2839, 0.6480], [-1.7464, 2.7581, -0.2654], [-3.1805, 1.9618, -0.2545], [-3.4068, 0.6273, 0.6761], [-4.8723, -0.1066, 0.6272], [-5.2115, -1.5760, 1.3495], [-6.7208, -2.2620, 1.2596], [-7.9749, -1.5532, 0.4576], [-7.6587, -0.1103, -0.2817], [-6.1486, 0.5956, -0.1827], [-2.1257, 0.1549, 1.6162], [-0.6704, 0.9749, 1.5923], [0.6999, 0.3473, 2.6944], [6.1971, -1.7507, 0.5012], [7.2040, -2.3865, -0.9741], [7.7132, -0.7500, -0.0721], [5.2138, -1.2785, -2.0948], [6.5948, 0.0073, -2.2955], [3.7980, 0.2110, -0.9218], [5.1267, 0.4890, 0.4302], [5.6977, 2.8184, -0.4621], [5.8121, 2.0561, -2.2192], [2.8407, 2.2281, -1.2499], [3.6384, 2.6917, -2.8926], [4.6405, 4.9826, -1.7843], [2.7997, 4.8954, -2.1822], [4.0049, 5.7910, 0.4480], [2.1885, 5.3809, 0.1083], [5.5974, 4.2657, 1.8820], [7.3832, 0.8129, 2.5981], [5.8659, 0.6190, 5.6938], [3.5473, 0.4244, 4.1265], [1.0584, 3.2560, -0.5307], [-1.6409, 3.7200, -0.9626], [-4.0304, 2.3971, -0.9715], [-4.2926, -2.0783, 1.9091], [-6.9342, -3.2912, 1.7735], [-9.0637, -1.9737, 0.3755], [-8.5145, 0.4478, -0.8985], [-6.0666, 1.6498, -0.7333], [-2.2801, -0.8104, 2.2766], [-7.3595, -8.4608, 2.8559], [-8.4968, -7.8957, 2.2887], [-8.5723, -6.5144, 2.2085], [-7.6056, -5.6819, 2.6533], [-6.5143, -6.2596, 3.2007], [-6.3458, -7.6297, 3.3215], [-7.2638, -9.5398, 2.9348], [-9.3048, -8.5158, 1.9175], [-9.4382, -6.0257, 1.7712], [-5.7529, -5.5690, 3.5525], [-5.4467, -8.0389, 3.7681], [-1.3365, 0.0252, -3.6319], [-1.8034, -0.2130, -2.3436], [-2.3812, -1.4430, -2.0725], [-2.5216, -2.4255, -2.9892], [-2.0606, -2.1644, -4.2317], [-1.4651, -0.9679, -4.5975], [-0.8764, 0.9768, -3.8817], [-1.7190, 0.5407, -1.5690], [-2.7579, -1.6781, -1.0813], [-2.1872, -2.9692, -4.9504], [-1.1109, -0.8136, -5.6104], [1.0302, -4.3695, 2.5663], [1.5634, -3.0883, 2.4733], [2.7725, -2.9274, 1.8158], [3.4676, -3.9448, 1.2616], [2.9257, -5.1773, 1.3693], [1.7216, -5.4375, 2.0037], [0.0838, -4.5346, 3.0730], [1.0498, -2.2353, 2.9021], [3.2281, -1.9467, 1.7141], [3.5047, -5.9780, 0.9177], [1.3326, -6.4479, 2.0586], [-0.4089, 5.3428, -5.8158], [-1.4034, 6.1239, -5.2367], [-1.6340, 5.9898, -3.8769], [-0.9505, 5.1401, -3.0792], [0.0077, 4.3937, -3.6701], [0.3136, 4.4598, -5.0199], [-0.1986, 5.4213, -6.8785], [-1.9848, 6.8207, -5.8297], [-2.3972, 6.5796, -3.3778], [0.5409, 3.7173, -3.0080], [1.0953, 3.8377, -5.4408]], "lowdin_charge": [-0.16, -0.25, -0.20, -0.19, -0.23, -0.20, -0.18, -0.08, -0.03, -0.29, 0.38, -0.29, -0.28, 0.22, -0.05, -0.37, -0.09, 0.00, -0.14, 0.00, -0.04, -0.14, -0.13, -0.02, -0.05, -0.07, -0.07, -0.03, 0.00, -0.37, 0.84, 0.07, 0.08, 0.07, 0.11, 0.10, 0.11, 0.09, 0.10, 0.11, 0.09, 0.12, 0.12, 0.10, 0.12, 0.12, 0.09, 0.06, 0.07, 0.10, 0.10, 0.08, 0.10, 0.08, 0.05, 0.08, 0.09, 0.08, 0.09, -0.08, -0.08, -0.15, 0.05, -0.15, -0.08, 0.11, 0.10, 0.10, 0.10, 0.10, -0.08, -0.07, -0.14, 0.06, -0.16, -0.08, 0.09, 0.05, 0.09, 0.10, 0.10, -0.08, -0.09, -0.15, 0.05, -0.15, -0.08, 0.10, 0.03, 0.09, 0.10, 0.10, -0.07, -0.07, -0.14, 0.05, -0.16, -0.07, 0.11, 0.10, 0.10, 0.08, 0.10]}